# 1
Here is a 2-piece molecular cluster, C19H27IN2O5 overall from the OMol25 dataset. Energies are from wB97M-V/def2-TZVPD.

The geometry in XYZ format:
```
54
Properties=species:S:1:pos:R:3:forces:R:3:mulliken_charge:R:1
C -2.33376 1.70222 -4.55788 -0.3081 -0.0341 -0.2695 -0.721
O -1.53111 2.57272 -3.78931 0.0369 -0.5474 0.1871 -0.455
C -1.01962 1.84872 -2.64963 -0.0762 0.6732 -0.9237 -0.280
C 0.19507 2.57773 -2.12424 -0.0974 0.2944 0.7779 -0.377
C 0.60274 2.21582 -0.68276 0.5700 0.3131 0.0621 0.224
C 1.69875 1.15118 -0.56736 -0.4988 -0.4857 -0.3291 -1.254
C 1.42374 -0.21271 -1.25642 0.3609 -0.3650 0.4251 -0.988
C 1.40132 -1.41884 -0.28932 -0.0932 0.7899 -0.4332 -0.662
C 0.16680 -1.52973 0.57652 0.9377 -0.4754 -0.0872 0.908
C -0.91600 -0.72938 0.33540 -0.0584 0.6480 -0.8545 0.156
C -2.04833 -0.73769 1.10175 -1.3984 1.0207 -0.1717 -1.308
C -2.11693 -1.57482 2.15971 -0.3752 -0.2033 0.1475 -0.026
C -1.04444 -2.41612 2.38739 -1.0695 -0.7611 1.4902 0.520
C 0.09666 -2.43964 1.64335 1.0208 -0.5471 -0.0810 -0.040
C 1.16499 -3.44952 2.05849 -0.4299 -0.2538 -0.3664 -0.902
C 1.79679 -4.29668 0.92377 0.0440 -0.1623 1.0020 -0.501
C 1.70914 -5.81888 1.18675 0.0325 0.3338 -0.7572 -1.029
I 3.90920 -3.77680 0.77165 -0.2008 -0.0323 -0.2811 0.061
C -1.43587 -3.22051 3.60721 0.6932 -0.3708 0.6849 0.213
O -0.96355 -4.22035 4.10942 -0.2252 0.6562 -0.4773 -0.628
N -2.53855 -2.55460 4.15834 -1.1160 -0.4991 -0.2805 -0.116
C -3.19488 -1.78219 3.18828 -0.1010 0.7834 -0.1474 -0.092
O -4.34220 -1.37907 3.21932 1.3872 -0.5213 0.0399 -0.590
H -3.06923 2.26757 -5.13114 0.1411 0.1923 0.0494 0.287
H -1.74096 1.11047 -5.26652 0.1136 0.0343 0.0923 0.275
H -2.89121 0.99873 -3.92907 -0.0191 0.0663 0.0604 0.314
H -1.82851 1.85010 -1.90872 0.1676 -0.2851 0.1904 0.246
H -0.81096 0.83481 -3.00015 0.0899 -0.1167 0.3197 0.469
H -0.08023 3.63667 -2.10438 -0.0501 -0.0085 -0.1448 0.191
H 1.07166 2.51098 -2.77202 -0.1664 -0.2009 -0.2050 0.178
H -0.26238 1.99203 -0.05572 -0.1015 -0.1506 -0.1351 0.245
H 1.01621 3.13122 -0.25297 -0.0668 -0.3311 0.0112 -0.086
H 1.92111 0.94773 0.48369 -0.0145 0.1820 0.0453 0.480
H 2.61105 1.55498 -1.01075 0.0024 0.1177 0.0892 0.424
H 2.24816 -0.41171 -1.94363 -0.1076 -0.0264 -0.1220 0.436
H 0.51030 -0.24472 -1.84788 0.0763 0.2541 -0.1231 0.325
H 1.52054 -2.30302 -0.91410 0.0378 -0.1825 0.1824 0.342
H 2.28464 -1.32832 0.34350 0.0122 -0.2627 0.0738 0.341
H -0.90152 -0.04430 -0.49571 0.1053 0.0331 -0.0428 0.448
H -2.86167 -0.05778 0.87912 -0.0448 -0.0328 -0.0323 0.475
H 0.64400 -4.15993 2.69874 0.1178 0.0633 0.0519 0.389
H 1.91458 -2.99273 2.70308 0.0830 0.1668 -0.1485 0.485
H 1.28355 -4.09199 -0.00669 0.4354 0.2042 -0.2674 0.325
H 2.64163 -6.28655 0.88584 -0.0135 -0.2466 0.2485 0.392
H 0.95236 -6.22909 0.51394 -0.1742 -0.0632 0.2349 0.304
H 1.45251 -6.06708 2.21324 0.1553 0.0396 0.0480 0.289
H -3.12303 -3.05882 4.81239 0.1722 -0.0002 0.1502 0.311
C 0.62679 7.21041 -0.10409 0.1213 0.1556 -0.1043 -0.775
N 0.77228 5.73287 -0.00209 0.0975 0.2026 -0.0626 0.860
O 1.78186 5.23565 -0.46123 -0.0919 0.0808 0.0894 -0.504
O -0.13290 5.13259 0.53614 0.0377 -0.0060 0.0031 -0.475
H 1.50251 7.60932 -0.60229 0.0184 -0.0738 -0.0027 0.321
H -0.27381 7.40998 -0.67709 -0.0579 -0.0230 0.0964 0.291
H 0.54067 7.59910 0.90611 -0.1113 -0.0366 -0.0028 0.285
```
Forces are in eV/Å.

Computed properties:
HOMO energy = -9.339 eV
Charge = 0
SMILES string = COCCCCCCc1ccc2c(c1C[C@H](C)I)C(=O)NC2=O.C[N+](=O)[O-]
Orbital gap = 9.18 eV

***

# 2
Here is C19H27N2OPt as an isolated structure from the OMol25 dataset. Energies are from wB97M-V/def2-TZVPD.

The geometry in XYZ format:
```
50
Properties=species:S:1:pos:R:3:forces:R:3:mulliken_charge:R:1
Pt -13.64913 -2.54099 5.97635 -0.3780 0.2540 -0.1859 1.278
C -14.61601 -2.57248 11.02556 0.6163 0.1981 -0.0769 -1.526
C -15.41018 -3.73199 11.59536 -1.6137 1.6213 -0.2179 0.387
C -15.71007 -3.29852 13.04215 -0.8756 -0.4817 -0.2118 -1.462
C -16.72025 -3.92853 10.84041 1.2347 -0.9566 -0.1383 0.613
C -17.10459 -5.30578 10.54284 -0.7053 0.2329 -1.0279 -0.507
C -18.12671 -5.55672 9.61707 1.7372 -0.6839 2.2207 -0.700
C -18.92666 -4.50577 9.19135 -1.1165 0.5171 -0.5999 0.962
C -20.12029 -4.79992 8.36787 -0.8572 -0.0026 0.1572 -1.305
C -18.60949 -3.16603 9.57276 0.3187 0.8335 0.0566 -0.831
C -17.47158 -2.87477 10.28946 -1.4517 0.5718 -0.0003 -0.250
H -13.75858 -2.35157 11.67234 -0.1644 -0.1401 -0.0849 0.484
H -15.21625 -1.66074 11.00184 0.1010 -0.0819 -0.1460 0.353
H -14.21928 -2.81012 10.04596 0.0208 0.1277 -0.4707 0.213
H -14.88075 -4.64892 11.51627 0.6178 -0.8205 0.3249 0.536
H -16.27222 -2.37059 13.05865 0.1366 0.3432 -0.1659 0.393
H -14.79198 -3.17595 13.57849 0.4652 0.0030 0.3767 0.436
H -16.35643 -3.99635 13.53623 -0.0977 -0.5989 0.4932 0.404
H -16.51214 -6.11337 11.00356 -0.4826 0.4074 -0.3150 0.454
H -18.40790 -6.57728 9.38530 0.1284 0.0381 -0.1447 0.485
H -19.82778 -5.37810 7.47443 -0.1394 0.4156 0.0575 0.368
H -20.79001 -3.94078 8.16737 0.8046 -0.3185 -0.2428 0.365
H -20.79112 -5.50273 8.89260 0.3421 -0.0516 0.1260 0.387
H -19.27374 -2.34019 9.26904 0.3568 -0.5917 0.0349 0.367
H -17.31671 -1.80523 10.48408 0.3874 -0.6722 0.1683 0.370
C -11.03290 -5.28827 7.97265 0.6465 -0.9121 -0.2652 -1.029
C -11.25976 -4.18332 7.05238 -1.0578 1.0215 -0.0378 0.906
O -12.41920 -4.01048 6.46819 0.4258 -1.0505 0.6788 -0.782
N -10.33024 -3.32598 6.80546 2.1447 -0.3858 0.8097 -0.015
C -10.46835 -2.20146 5.93616 0.5629 1.0374 -0.2823 -1.619
C -11.09631 -0.99746 6.66775 1.6848 -1.0135 -0.6674 1.186
C -10.34669 0.06381 7.12268 0.3063 -0.3426 -1.2395 -0.652
C -10.98517 1.10693 7.74802 2.3395 1.0202 0.5729 -0.283
C -12.31198 1.04102 7.97643 -2.0695 -0.1725 0.5410 -0.734
C -12.99837 -0.09618 7.58143 -0.8706 0.8506 0.6707 0.042
N -12.38655 -1.07326 6.94302 -1.0854 -0.8446 -0.6561 -0.368
H -11.29810 -6.16684 7.38792 -0.3794 -0.4353 0.4760 0.363
H -11.54944 -5.19585 8.92269 -0.5094 -0.0622 -0.1671 0.280
H -9.97691 -5.39923 8.21501 0.0789 0.1769 -0.0777 0.357
H -9.36362 -3.47561 7.18617 -1.4624 -0.0376 -0.2422 0.340
H -10.97129 -2.51134 5.03671 -0.6072 0.1056 -0.3179 0.341
H -9.45186 -2.03641 5.59569 0.0467 0.7982 -0.0053 0.529
H -9.30851 0.17294 6.82640 -0.0037 -0.2836 0.2817 0.399
H -10.30649 1.91255 8.07813 -0.9287 -0.0854 -0.1463 0.430
H -12.90043 1.79822 8.47060 0.2404 0.2649 0.0881 0.436
H -14.06911 -0.21704 7.80354 0.5592 0.1020 -0.1896 0.385
C -15.31382 -2.15966 4.69651 0.6320 -0.4525 -0.5194 -0.802
H -14.67481 -2.03653 3.81207 0.0447 0.0959 -0.0648 0.412
H -15.64775 -1.24243 5.13431 -0.2849 0.7160 0.4558 0.252
H -16.10743 -2.87408 4.50327 0.1611 -0.2748 0.3168 0.351
```
Forces are in eV/Å.

Computed properties:
HOMO energy (alpha / beta) = -17.926 / -18.360 eV
Multiplicity = 5
Expectation value of S² = 6.02
Charge = +3
Orbital gap (alpha / beta) = 9.23 / 5.49 eV
Energy relative to the best compared isomer or geometry (same formula, charge and spin) = 5.81 kcal/mol

***

# 3
Here is a single C19H27N5O3 molecule from the OMol25 dataset. Energies are from wB97M-V/def2-TZVPD.

The geometry in XYZ format:
```
54
Properties=species:S:1:pos:R:3:forces:R:3:mulliken_charge:R:1
C -7.63244 -0.75723 -1.54412 0.1985 -0.0833 0.3649 -1.110
C -7.46900 -1.32155 -0.13942 -0.3146 -0.2410 -0.3636 -0.285
H -8.28373 -0.99784 0.51251 0.1038 -0.0700 -0.0545 0.307
H -7.43342 -2.41506 -0.17749 -0.0666 0.1778 0.0763 0.332
O -6.28477 -0.83999 0.48890 0.3548 0.1165 0.0797 -0.393
C -5.13834 -1.49040 0.15610 -0.2287 -0.0343 0.1919 0.812
O -5.09824 -2.42486 -0.61056 -0.1203 -0.2202 -0.3028 -0.654
N -4.06882 -1.00386 0.82050 0.0559 0.1028 0.1531 0.127
C -4.06967 0.20680 1.60438 -0.1536 0.4281 -0.0119 -0.959
H -5.09500 0.51871 1.79516 0.1460 -0.0143 0.0434 0.476
C -3.29898 1.30149 0.86325 -0.1163 -0.0661 0.2535 -0.570
N -1.94580 0.84302 0.61096 0.1057 0.1443 -0.0032 0.104
C -1.96541 -0.34935 -0.22183 0.0697 -0.3926 0.0603 -0.347
C -2.73531 -1.45871 0.48947 0.1552 -0.0866 -0.3818 -1.130
H -2.82262 -2.33781 -0.14884 0.0621 0.0771 0.1088 0.468
H -2.21620 -1.72117 1.41513 0.0234 -0.0252 -0.0424 0.303
H -0.93372 -0.66313 -0.37632 -0.2009 -0.0536 -0.0798 0.428
H -2.44052 -0.14324 -1.19885 -0.0045 0.0083 0.0189 0.259
C -1.11303 1.89007 0.06620 -0.2159 0.0142 -0.0472 -1.073
C 0.34277 1.55767 0.07197 0.2447 0.0980 -0.0091 0.566
N 0.87484 0.38198 0.23156 -0.3883 -0.3182 0.1709 -0.706
C 2.23070 0.56398 0.15819 0.3591 0.9107 -0.1551 -0.125
C 3.25645 -0.36570 0.26643 -0.0110 -0.0248 0.0083 -0.475
C 4.55486 0.10249 0.14864 -0.3685 0.0443 -0.0107 0.908
C 4.81580 1.46553 -0.07313 0.0020 -0.0192 0.0033 -0.751
C 3.80446 2.39551 -0.18274 -0.0243 0.1229 -0.0147 -1.531
C 2.50416 1.93343 -0.06499 0.1926 -0.6988 0.0904 0.975
N 1.27543 2.54818 -0.11966 -0.1281 -0.3050 0.0047 0.127
C 1.02201 3.94410 -0.32956 -0.1886 0.3037 0.0218 -0.999
H 0.60711 4.40644 0.57058 0.0558 0.0372 -0.0665 0.321
H 1.95749 4.44135 -0.57766 -0.0641 0.0003 -0.0071 0.345
H 0.31865 4.08717 -1.15276 0.0701 0.0492 0.0235 0.322
H 4.03295 3.43762 -0.35130 0.0528 0.0768 -0.0116 0.275
H 5.84267 1.79361 -0.15927 0.0978 0.0330 -0.0086 0.330
N 5.67033 -0.74120 0.24316 0.3239 0.3000 -0.0470 -0.079
C 5.71953 -2.08839 0.44454 0.6544 -0.0614 0.1606 0.677
O 4.75539 -2.80200 0.59713 -0.3296 -0.1802 -0.0080 -0.633
C 7.14606 -2.62176 0.43358 -0.1118 -0.1238 -0.1151 -0.773
C 7.68245 -2.68569 -0.99640 0.0300 -0.0181 0.1309 -1.022
H 7.04337 -3.32023 -1.60550 -0.0286 -0.0397 -0.0939 0.309
H 8.68774 -3.10071 -1.00295 0.0683 -0.0129 -0.0634 0.329
H 7.71574 -1.69724 -1.45105 0.0354 0.0459 -0.0881 0.305
H 7.78781 -1.98966 1.05136 -0.0005 -0.0203 0.0402 0.294
H 7.12801 -3.62442 0.86101 -0.0619 0.1167 0.0647 0.326
H 6.55704 -0.26866 0.13623 -0.1227 -0.1906 0.0454 0.199
H 3.04767 -1.40658 0.43705 0.0038 -0.0768 0.0128 0.619
H -1.40458 2.15356 -0.97449 -0.0015 0.0428 0.1394 0.300
H -1.25806 2.78708 0.67937 -0.0209 -0.0201 -0.1111 0.447
H -3.26264 2.19917 1.48593 -0.0076 0.0047 -0.0338 0.448
H -3.83152 1.54792 -0.07507 0.0161 0.0074 0.0519 0.314
H -3.56387 0.00019 2.55311 -0.0574 0.0713 -0.0068 0.294
H -7.62110 0.33021 -1.51812 -0.0432 0.0954 -0.0269 0.283
H -6.81920 -1.10730 -2.17483 0.0173 -0.0159 -0.0762 0.309
H -8.57550 -1.09355 -1.96551 -0.1191 -0.0165 -0.0784 0.380
```
Forces are in eV/Å.

Computed properties:
HOMO energy = -7.930 eV
Charge = 0
SMILES string = CCOC(=O)N1CCN(Cc2nc3cc(NC(=O)CC)ccc3n2C)CC1
Orbital gap = 8.52 eV
Energy relative to the best compared isomer or geometry (same formula, charge and spin) = 3.22 kcal/mol

***

| no. | largest force on an atom (eV/A) | total energy (Eh) |
| --- | --- | --- |
| 1 | 2.0 | -1523.5009 |
| 2 | 2.9 | -1043.0595 |
| 3 | 1.0 | -1239.7708 |